ORCA calculation (ωB97M-V/def2-TZVPD) on an isolated ion of composition C4H11N2 and charge +1 at a distorted geometry.

```
17
Properties=species:S:1:pos:R:3:forces:R:3
N -0.94859 -0.02694 0.71094 -0.092 -0.722 0.558
N -1.81655 -2.06294 1.44016 0.034 -0.388 -0.892
C 2.15985 1.11427 -0.54416 -0.216 0.414 -0.527
C -1.32963 -1.26146 0.50466 0.197 1.153 -0.477
C 0.89777 0.46743 -1.09990 -0.767 -0.223 0.760
C -0.33334 0.92108 -0.25245 -0.507 -0.132 -0.816
H -1.39765 0.40766 1.50942 0.637 -0.026 0.381
H -1.33637 -1.58566 -0.53058 0.138 -0.321 -0.018
H -1.40200 -2.16319 2.35342 -0.247 0.401 0.236
H -1.16879 1.16639 -0.90686 0.113 0.419 -0.174
H 2.23168 0.97854 0.53199 0.424 -0.297 -0.010
H 0.76128 0.75766 -2.13645 -0.240 0.322 -0.056
H -0.09576 1.78204 0.37010 0.064 0.073 -0.272
H 3.03816 0.82083 -1.11305 0.181 -0.355 0.398
H -2.25127 -2.88244 1.04500 0.050 -0.320 0.435
H 0.89126 -0.63063 -1.16922 0.396 0.134 0.373
H 2.09996 2.19737 -0.71302 -0.165 -0.132 0.102
```
Positions in Å, forces in eV/Å.

Values from the calculation:
Energy relative to the best compared isomer or geometry (same formula, charge and spin), kcal/mol: 23.2
SMILES: CCCNC=[NH2+]
Calculated total energy, hartree: -268.2680
Frontier orbital gap, eV: 10.87
Total charge: +1
HOMO, eV: -15.01

---

ORCA calculation (ωB97M-V/def2-TZVPD) on the molecule C6H6N6S at a distorted geometry.

```
19
Properties=species:S:1:pos:R:3:forces:R:3
S -1.57366 -1.44034 -0.08993 0.713 -0.617 0.116
N 1.26595 -1.43480 -0.25036 0.028 -2.531 -0.445
N 2.29705 -2.22631 -0.17255 -0.512 1.268 -0.080
N 3.81124 0.81395 0.35005 -1.752 1.604 0.082
N 1.01468 0.94710 -0.24320 0.386 0.859 0.230
N 1.70498 -0.20495 -0.13351 -0.068 0.711 0.513
N 3.43900 -1.49067 0.02139 -1.128 -0.233 0.295
C -2.66229 0.85473 -0.05832 -0.294 0.138 -0.200
C -0.25239 1.08805 -0.26598 0.269 1.021 -0.468
C -3.73636 -0.05720 0.13889 0.749 -0.675 0.845
C 3.01976 -0.24421 0.10104 1.361 -0.996 -0.498
C -1.42549 0.25994 -0.22770 -0.553 -0.338 0.457
C -3.21085 -1.36917 0.21808 -0.872 3.305 -0.647
H -2.68630 1.94523 -0.05958 -0.472 -0.311 -0.016
H 4.75805 0.67721 0.09130 0.693 0.221 -0.235
H -3.79394 -2.20157 0.42569 -0.707 -1.558 0.198
H -0.49018 2.17845 -0.34890 -0.010 -0.991 0.088
H -4.78803 0.21546 0.38681 1.090 -0.290 -0.430
H 3.30880 1.68909 0.11677 1.079 -0.587 0.195
```
Positions in Å, forces in eV/Å.

Values from the calculation:
Energy relative to the best compared isomer or geometry (same formula, charge and spin), kcal/mol: 9.9
SMILES: Nc1nnnn1/N=C\c1cccs1
Calculated total energy, hartree: -958.8741
Frontier orbital gap, eV: 8.58
HOMO, eV: -8.80

---

ORCA calculation (ωB97M-V/def2-TZVPD) on C24H37O2SiTb as an isolated structure at a distorted geometry.

```
65
Properties=species:S:1:pos:R:3:forces:R:3
Tb -1.15660 0.07466 0.24423 -0.685 1.910 1.173
Si -5.05677 -0.49366 -2.43316 -0.029 0.004 0.135
O 1.21451 0.42871 0.61410 -0.215 -1.509 -0.639
O 4.70081 -0.45530 -0.82591 2.319 -0.414 -0.576
C -2.94324 2.12150 0.78302 0.587 0.224 0.127
C -2.96245 -1.66367 1.16886 0.452 -0.165 0.412
C -0.82201 -1.77998 2.03975 -0.916 -0.291 0.226
C -2.18654 2.15348 1.99138 0.375 0.459 -0.590
C 1.74585 0.52640 3.06700 -0.273 0.349 0.222
C -1.70342 -2.32891 1.04849 -0.043 -0.105 0.604
C 2.02415 -0.74309 0.13230 -0.066 0.585 0.165
C -3.28320 -0.38272 -1.95680 1.371 0.020 -0.389
C 6.73295 -1.30198 -1.88559 0.078 -0.095 0.655
C -2.08443 2.53051 -0.28118 0.436 0.189 0.367
C -0.77971 2.74581 0.26055 -0.690 0.361 0.119
C -0.85197 2.52262 1.67558 -0.695 0.033 -0.504
C 5.23274 -1.02623 -2.03292 -0.268 0.333 -0.589
C -1.54934 -0.78631 2.76831 -0.170 -0.707 -0.321
C 7.15738 -0.54857 -0.59290 -0.449 0.249 -0.553
C 2.77329 2.09217 1.31226 0.009 0.173 0.218
C 3.07542 -0.45367 1.18047 0.030 0.587 0.444
C -2.86352 -0.71510 2.22118 0.375 -0.803 0.094
C -2.04026 -0.34845 -1.88153 -1.319 -0.252 -0.255
C 2.22278 0.71484 1.64643 -0.118 -0.028 0.538
C -5.25742 -0.03359 -4.24001 0.098 0.040 -0.152
C -6.08103 0.66581 -1.37344 -0.091 0.077 0.036
C 5.82170 -0.19915 0.06738 0.032 -0.038 0.680
C -5.64237 -2.25374 -2.16224 -0.029 -0.148 -0.041
H -3.68530 -0.11053 2.60478 0.390 -0.108 -0.283
H -3.86401 -1.87596 0.59563 0.419 0.131 0.056
H -5.00943 -2.95553 -2.72171 -0.142 0.126 0.112
H 2.58115 0.78246 3.74265 -0.295 -0.095 -0.228
H -6.30462 -0.11740 -4.56087 0.179 0.009 0.096
H -5.80695 1.71489 -1.54954 -0.049 -0.211 0.057
H -4.65183 -0.68931 -4.87929 -0.118 0.115 0.131
H 5.70771 -0.79922 0.98474 -0.119 0.021 -0.357
H 7.29353 -0.92908 -2.74983 -0.120 -0.376 0.151
H 5.04106 -0.31802 -2.84279 0.074 0.082 -0.019
H 4.66950 -1.92676 -2.28629 0.006 -0.060 0.205
H 2.01858 2.84883 1.57191 0.245 -0.124 -0.230
H -5.94335 0.44957 -0.30537 -0.042 0.046 -0.198
H -5.60103 -2.53691 -1.10253 -0.016 0.057 -0.188
H 1.48305 -0.53110 3.23803 -0.073 0.537 0.000
H 3.97316 0.00580 0.83951 -0.163 -0.478 -0.121
H 6.89709 -2.37734 -1.73262 0.094 0.303 -0.318
H 2.39577 -0.59033 -0.88073 -0.413 -0.026 -0.001
H 3.30257 -1.25509 1.87432 -0.142 0.026 0.281
H -0.07058 2.74741 2.39979 -0.238 -0.209 -0.283
H 3.01174 2.15429 0.23718 -0.153 -0.031 0.405
H 0.89634 1.19060 3.28776 0.279 -0.403 0.099
H 1.46198 -1.68189 0.25093 0.146 0.305 -0.103
H -2.38500 2.68895 -1.31620 0.166 -0.209 0.335
H -2.57411 2.00818 3.00010 0.160 -0.160 -0.403
H -1.47688 -3.16409 0.38387 -0.073 0.392 0.140
H -1.19700 -0.26043 3.65632 -0.053 -0.021 -0.487
H 3.68554 2.32430 1.87800 -0.176 -0.165 -0.012
H -4.01255 1.92430 0.70607 0.390 -0.045 -0.036
H -7.14823 0.54615 -1.61333 0.228 0.058 0.089
H 7.76055 -1.18220 0.07912 -0.119 0.444 -0.406
H 5.78672 0.84893 0.39919 -0.025 -0.150 -0.267
H 0.16576 -2.15699 2.29976 -0.219 0.162 -0.205
H -6.67843 -2.37336 -2.50837 0.188 -0.005 0.084
H -4.92702 0.99792 -4.41918 -0.066 -0.191 0.047
H 7.68650 0.38519 -0.84399 0.023 -0.512 0.150
H 0.08073 3.15137 -0.27265 -0.276 -0.273 0.103
```
Positions in Å, forces in eV/Å.

Values from the calculation:
Energy relative to the best compared isomer or geometry (same formula, charge and spin), kcal/mol: 0.0
Multiplicity: 7
Calculated total energy, hartree: -2201.0404
Frontier orbital gap (alpha / beta), eV: 7.60 / 7.71
⟨S²⟩: 12.70
HOMO (alpha / beta), eV: -7.27 / -7.38

---

ORCA calculation (ωB97M-V/def2-TZVPD) on C37H46AlF9IO28 as an isolated structure at a distorted geometry.

```
122
Properties=species:S:1:pos:R:3:forces:R:3
I 4.75835 -0.98335 -2.21574 0.141 0.224 0.055
Al 2.87355 0.56558 0.96571 -0.957 -0.051 0.555
F -4.08089 7.89650 1.51134 0.080 0.079 0.046
F -2.25838 -1.70645 -1.39923 -0.034 0.086 -0.029
F 2.24481 4.61298 4.62191 -0.133 -0.007 -0.078
F -2.45618 -4.62148 -1.67605 0.028 0.012 0.081
F -3.20102 2.89490 -2.44877 -0.369 0.141 -0.113
F 0.64108 -0.33712 -9.78020 0.019 -0.022 0.111
F 1.84219 0.54361 6.13906 -0.225 -0.059 0.050
F 7.15704 -1.36561 -7.56417 -0.010 0.125 -0.025
F -1.45566 -10.50800 3.17303 -0.134 0.045 -0.053
O -6.43282 3.70241 -1.50506 0.338 0.003 -0.187
O -1.98578 4.26951 3.28746 -0.377 0.004 -0.261
O -2.36969 8.30941 2.93531 0.298 0.244 -0.254
O 3.91894 -0.78534 3.46212 -0.666 -0.283 0.347
O 1.81594 -2.46984 -6.06427 -0.012 -0.308 0.359
O -1.65591 -0.98823 3.87867 -0.457 -0.076 -0.384
O -2.86242 -7.34775 0.38042 0.057 0.152 -0.180
O -1.12770 4.73561 5.31048 0.186 -0.023 0.016
O 4.71733 0.73217 -6.31175 0.229 -0.152 -0.095
O 4.52940 2.18948 -8.00907 -0.238 0.241 -0.304
O 0.23988 4.50621 3.55682 -0.269 0.318 0.333
O -5.26004 3.24336 -3.35753 -0.042 0.369 0.156
O 6.10969 0.58024 -8.05263 0.166 0.212 0.291
O 0.92032 -1.22489 -7.71729 0.340 0.201 0.028
O -3.56426 -10.17251 2.41590 -0.041 0.327 0.214
O -0.77929 7.04592 2.01062 -0.162 0.131 -0.115
O -0.16618 -2.08950 5.15386 0.079 0.181 0.161
O -7.50238 3.47749 -3.46730 -0.340 -0.066 -0.269
O -5.81329 -10.01048 2.45901 -0.363 -0.062 -0.206
O -1.94159 -5.30910 0.41692 0.117 -0.431 -0.170
O -4.92510 0.86102 1.02215 -0.464 0.284 0.187
O -2.04074 -6.54054 2.30330 0.032 -0.035 0.451
O 3.02933 -1.96454 -7.89320 -0.260 0.223 -0.175
O -0.38991 8.00367 3.98752 0.133 0.223 0.545
O -0.08492 0.14229 5.03173 -0.350 -0.220 0.319
O -4.29539 -1.28104 1.34627 0.118 0.057 -0.259
O -4.62100 -9.82345 4.35617 0.256 -0.027 -0.065
O -3.41719 -0.08976 -0.32754 0.191 -0.052 0.231
C -3.48558 -2.17984 0.57237 -0.022 -0.352 0.426
C 0.41804 3.93565 -0.33724 0.735 -0.314 0.038
C 2.04363 0.27159 -1.95559 0.275 -1.108 0.832
C 2.78947 -0.76670 2.55504 0.645 0.453 -0.953
C -1.94056 6.90104 1.18538 -0.011 -0.134 -0.302
C -4.28187 -0.08434 0.71939 0.146 -0.140 -0.108
C -3.08274 -6.77672 -0.91568 -0.042 -0.273 -0.087
C -5.07353 3.47036 -1.09563 0.033 0.102 0.291
C -1.10920 7.81046 3.06777 -0.194 -0.415 -0.272
C -1.04940 4.47612 3.98009 0.369 -0.112 0.067
C 5.11300 -1.09843 2.81651 -0.104 -0.075 0.616
C -3.23624 -10.02449 4.67034 -0.096 0.090 0.237
C 1.84720 3.99107 -0.21095 0.286 0.511 0.073
C 1.52126 -0.46914 -8.75381 -0.243 -0.209 -0.099
C -4.31624 3.67086 -2.38643 0.160 -0.472 0.035
C 0.20907 4.81398 5.82026 -0.139 0.119 0.216
C 2.29987 3.50915 1.15823 -0.764 0.089 0.161
C 3.43637 0.72103 -2.27810 -0.407 -0.467 -0.343
C 5.49146 -0.46676 -6.12129 0.003 -0.138 0.384
C -2.57394 -9.75002 3.34180 0.148 -0.303 -0.074
C -2.04017 -5.68393 -0.95322 -0.239 0.314 0.007
C 1.02063 -1.67562 5.84748 0.226 -0.283 0.082
C -4.77535 -10.00331 3.01914 0.239 -0.094 0.137
C -2.26127 -6.41103 1.14932 -0.126 0.095 -0.157
C 1.90976 -1.94611 -7.11261 -0.051 0.102 -0.260
C 1.87089 -0.33213 -0.56136 0.910 0.613 0.163
C 5.06158 1.26350 -7.50165 -0.001 -0.308 0.153
C -6.50437 3.47132 -2.83613 0.231 -0.093 0.218
C 2.70096 -1.33100 -9.13773 0.403 0.033 -0.061
C -2.58922 -1.23059 -0.17603 -0.028 -0.066 -0.418
C -0.73365 -0.98644 4.61273 0.535 0.157 -0.029
C 0.72061 -0.22186 6.13313 0.430 0.146 -0.358
C -0.72661 3.63460 -0.28805 -0.264 0.332 -0.127
C 0.99581 5.14472 4.57543 0.323 -0.314 -0.107
C 1.74842 2.16896 1.57185 1.308 -0.826 -0.339
C 6.67604 -0.21705 -7.02034 -0.275 -0.239 -0.284
C -2.74433 8.12131 1.57764 -0.183 -0.364 0.213
H 4.37966 1.01435 0.59997 0.176 0.099 -0.026
H -1.67181 6.88393 0.13335 0.261 0.023 0.054
H 1.34180 1.07632 -2.06245 -0.237 0.780 -0.232
H -4.97647 2.45572 -0.71420 0.105 -0.066 -0.061
H 0.50431 3.85078 6.23920 0.083 -0.053 -0.155
H 1.06221 6.20733 4.34849 0.127 0.007 0.013
H -4.12705 -2.76282 -0.09090 0.082 0.125 -0.177
H -2.33360 -8.70214 3.16547 0.137 -0.013 -0.081
H 1.78544 0.52027 -8.37685 -0.071 0.059 -0.089
H 1.16761 -2.26375 6.75014 -0.227 -0.096 -0.039
H 3.81553 1.47838 -1.63032 0.501 0.276 0.585
H 3.46606 1.03499 -3.29513 0.343 0.355 -0.828
H -2.50721 9.02268 1.01006 -0.133 0.046 -0.005
H 2.60956 -1.77072 2.16275 0.125 -0.531 0.027
H 0.28548 5.57824 6.58890 -0.206 0.089 -0.063
H -2.45213 5.97165 1.43886 -0.062 0.056 0.129
H 2.28638 3.43880 -1.01860 0.377 -0.440 -0.523
H 3.54262 -0.75537 -9.51542 0.113 -0.031 0.187
H -1.06034 -6.00253 -1.31083 0.025 0.111 -0.054
H 1.94455 4.25800 1.84043 -0.129 0.687 0.487
H 2.13005 5.02156 -0.31602 0.512 0.641 -0.257
H 0.71280 2.05564 1.31109 -0.624 0.042 -0.172
H 1.78868 2.12849 2.64826 -0.001 -0.115 0.689
H 0.83780 -0.22613 -0.32515 -1.127 0.035 0.454
H 1.93331 -0.54474 3.16080 -0.635 0.331 0.504
H 7.49739 0.32530 -6.55061 0.094 -0.068 -0.065
H 2.05784 -1.39431 -0.56855 0.223 -0.575 -0.141
H 1.79975 -0.48671 -2.67643 -0.435 -0.253 -0.771
H 4.96104 -1.66422 1.91502 -0.106 -0.204 -0.654
H -2.95069 -7.51903 -1.69714 0.075 -0.159 0.152
H -4.03262 4.70533 -2.58944 0.111 -0.033 -0.062
H 5.76652 -0.60102 -5.07963 -0.167 0.259 0.122
H 5.67627 -0.20946 2.61812 0.418 0.625 -0.486
H -4.77315 4.17011 -0.32041 -0.236 0.097 0.015
H 2.42898 -2.09010 -9.87180 -0.180 0.045 -0.001
H -2.92451 -2.85611 1.21057 -0.104 0.123 0.248
H -1.68661 3.30442 -0.15859 -1.720 -0.464 0.072
H 1.88853 -1.79131 5.19305 -0.008 0.237 -0.022
H -1.68650 -0.95286 0.36124 0.207 0.030 -0.045
H -2.91017 -9.34809 5.45492 -0.207 0.130 -0.012
H 4.90421 -1.32547 -6.44431 0.104 -0.035 -0.149
H -3.08183 -11.05379 4.99733 0.074 -0.044 -0.143
H 5.69383 -1.70877 3.48646 0.423 -0.405 0.416
H 0.16913 -0.04631 7.05999 0.073 0.085 0.039
H 3.37227 3.53502 1.22076 0.676 -0.036 -0.175
H -4.09483 -6.37508 -0.97050 0.048 0.162 0.006
```
Positions in Å, forces in eV/Å.

Values from the calculation:
Energy relative to the best compared isomer or geometry (same formula, charge and spin), kcal/mol: 0.0
Calculated total energy, hartree: -4983.2100
Frontier orbital gap, eV: 6.38
Total charge: -1
HOMO, eV: -4.56

---

Q: Number 3 is which compound?
A: C24H37O2SiTb

---

Q: What is the calculated total energy in the fourth record?
A: -4983.2100 hartree

---

Q: What is the calculated total energy in the third record?
A: -2201.0404 hartree

---

Q: What is the formula in the second record?
A: C6H6N6S